Below is a structure of composition C3H7NOP, with properties calculated with wB97M-V/def2-TZVPD.

Geometry (Å):
1 P -0.77 1.14 0.58
2 O 3.24 -0.18 0.50
3 N 2.25 0.27 -0.25
4 C -1.97 -0.26 0.94
5 C -0.11 0.33 -0.97
6 C 0.98 -0.26 -0.20
7 H -2.94 -0.20 0.50
8 H 2.47 0.97 -1.01
9 H -2.08 -0.27 2.01
10 H -1.44 -1.24 0.56
11 H 0.77 -0.95 0.57
12 H -0.72 -0.41 -1.45
13 H 0.34 1.06 -1.78

Summary:
Kohn-Sham gap, Ha: 0.215
Charge: -1

Below is an isolated molecule of C2H3BrFNO2, with properties calculated with wB97M-V/def2-TZVPD.

Geometry (Å):
1 Br -1.67 1.53 -0.18
2 F -0.38 -0.33 -1.71
3 O 1.60 1.34 -1.44
4 O 1.68 0.95 0.75
5 N 1.26 0.92 -0.39
6 C -0.31 0.10 -0.43
7 C -0.51 -0.94 0.62
8 H -1.14 -0.54 1.42
9 H 0.53 -1.22 1.03
10 H -1.06 -1.80 0.34

Summary:
SMILES string: C[C@@](F)(Br)[N+](=O)[O-]
Kohn-Sham gap, Ha: 0.386